1.
# C28H30BrCrGeN5O3Se

C28H30BrCrGeN5O3Se as an isolated structure (ωB97M-V/def2-TZVPD, OMol25).

Summary:
- DFT total energy: -9681.2373 Eh
- Multiplicity: 4
- Relative energy (zero: lowest compared OMol25 entry of this formula, charge and spin): 20.4 kcal/mol
- Total charge: +1

Cartesian coordinates (Å):
Cr -0.5218 0.5145 0.0484
O -0.6035 3.7618 2.4016
C -0.3419 2.8058 1.6931
N -1.0679 1.6889 1.4733
C -2.4202 1.4977 1.8811
C -3.1541 2.3302 2.7133
C -4.4715 1.9867 3.0112
C -5.0437 0.8377 2.4911
C -4.3166 0.0021 1.6474
C -3.0102 0.3374 1.3420
N -2.1206 -0.4351 0.5558
C -2.0133 -1.7865 0.6900
O -2.8877 -2.6143 0.8039
C -0.5463 -2.1927 0.8390
C -0.1753 -3.4855 1.1340
C 1.1406 -3.7257 1.5137
C 2.0359 -2.6705 1.5771
C 1.6015 -1.4056 1.2174
N 0.3388 -1.1762 0.8620
C 0.9369 2.8224 0.8701
C 1.8338 3.8675 0.9848
C 2.9541 3.8707 0.1696
C 3.1400 2.8374 -0.7386
C 2.1982 1.8279 -0.7989
N 1.1214 1.8208 -0.0059
H -2.7000 3.2138 3.1322
H -5.0458 2.6274 3.6669
H -6.0650 0.5812 2.7392
H -4.7490 -0.8984 1.2362
H -0.9295 -4.2592 1.1028
H 1.4545 -4.7261 1.7820
H 3.0579 -2.8141 1.8972
H 2.2701 -0.5544 1.2264
H 1.6230 4.6468 1.7033
H 3.6745 4.6753 0.2351
H 3.9967 2.8102 -1.3966
H 2.2945 1.0021 -1.4948
O -3.8182 3.1233 -4.4362
C -3.1118 2.6912 -3.3899
C -3.1447 3.2969 -2.1335
C -2.3800 2.7676 -1.1200
N -1.5982 1.6944 -1.3064
C -1.5912 1.1376 -2.5095
Br -0.4527 -0.3851 -2.5884
C -2.3062 1.5673 -3.5941
H -4.3573 3.8916 -4.2051
H -3.7649 4.1625 -1.9433
H -2.3882 3.1893 -0.1237
H -2.2659 1.0733 -4.5528
C 1.8725 -6.0710 -4.2680
Ge 1.3815 -4.3364 -3.5402
C 1.0202 -3.0532 -4.9745
C -0.1753 -4.4750 -2.3705
C 2.9068 -3.7200 -2.4442
Se 2.8411 -1.8190 -2.0641
C 4.5400 -1.6657 -1.1359
H 1.0331 -6.5069 -4.8101
H 2.1589 -6.7601 -3.4734
H 2.7100 -5.9714 -4.9586
H 0.8993 -3.5743 -5.9241
H 1.8351 -2.3367 -5.0808
H 0.0972 -2.5058 -4.7806
H -1.0307 -4.8682 -2.9207
H -0.4542 -3.4973 -1.9718
H 0.0222 -5.1412 -1.5298
H 3.8428 -3.9356 -2.9601
H 2.9024 -4.2536 -1.4922
H 5.3526 -1.8815 -1.8244
H 4.5712 -2.3562 -0.2954
H 4.6405 -0.6447 -0.7703

Atomic partial charges in e from the Löwdin method, atoms 1 to 6: atom 1 (Cr): 0.738, atom 2 (O): 0.082, atom 3 (C): -0.458, atom 4 (N): -0.003, atom 5 (C): -0.202, atom 6 (C): -0.007

=====

2.
# C8H7Cl2IrN3O4Tb

C8H7Cl2IrN3O4Tb as an isolated structure in a non-equilibrium geometry (ωB97M-V/def2-TZVPD, OMol25).

Summary:
- DFT total energy: -2621.7948 Eh
- Multiplicity: 11
- Total charge: +4

Cartesian coordinates (Å):
Ir -1.6206 -2.2087 -3.2463
Tb -0.9328 -1.2214 -0.5868
Cl 0.2265 -0.6717 -2.8286
Cl -1.2289 -3.6261 -1.2695
C -2.5953 -1.7613 1.4905
C -1.9095 -1.0347 -4.6419
C -2.9715 -3.4156 -3.6470
O -3.2466 -2.1294 2.3682
O -2.0934 -0.3654 -5.5895
O -3.7978 -4.1438 -4.0567
C 3.6260 0.5118 1.9298
N 2.2582 0.9138 1.5853
C 1.8184 2.1846 1.8763
C 0.5388 2.5631 1.5691
C -0.3192 1.6470 0.9600
N 0.1233 0.4079 0.6713
C 1.4220 -0.0030 0.9759
O 1.7502 -1.1700 0.6609
N -1.5759 1.9029 0.5850
H 3.6168 -0.3404 2.6196
H 4.1135 1.3611 2.4172
H 4.1994 0.2347 1.0367
H 2.5728 2.8166 2.3662
H 0.1780 3.5509 1.7825
H -1.9791 2.7889 0.7968
H -2.1733 1.2082 0.1751

Atomic partial charges in e from the Löwdin method, atoms 1 to 6: atom 1 (Ir): 0.943, atom 2 (Tb): 1.254, atom 3 (Cl): 0.150, atom 4 (Cl): 0.160, atom 5 (C): 0.005, atom 6 (C): -0.270

=====

3.
# C28H27BrN4O2PdS

C28H27BrN4O2PdS as an isolated structure in a non-equilibrium geometry (ωB97M-V/def2-TZVPD, OMol25).

Summary:
- DFT total energy: -4552.2066 Eh
- Multiplicity: 1
- Relative energy (zero: lowest compared OMol25 entry of this formula, charge and spin): 33.3 kcal/mol
- Total charge: +2

Cartesian coordinates (Å):
Pd 0.1210 -0.2049 -0.2212
O 2.0218 0.0146 5.8084
C 1.4374 0.0428 4.6243
C 0.0514 0.0014 4.4260
C -0.4433 0.0234 3.1419
N 0.3474 0.0736 2.0668
C 1.6586 0.1112 2.2749
Br 2.6626 0.1260 0.6404
C 2.2695 0.1140 3.4965
H 1.3971 -0.0506 6.5416
H -0.6263 -0.0451 5.2680
H -1.5085 0.0056 2.9500
H 3.3422 0.1638 3.6172
C -1.3469 0.1872 -5.6963
C 0.0545 0.6966 -5.3617
N 0.0506 1.8638 -4.4790
C 0.0206 3.2031 -5.0844
C -1.3681 3.8353 -5.0915
C 0.0288 1.7501 -3.1619
S 0.0404 0.0735 -2.5776
N 0.0002 2.8257 -2.4216
C -0.0039 2.9468 -1.0971
O -0.0663 2.0138 -0.2526
C 0.0329 4.3358 -0.5809
C 0.0346 4.5438 0.8002
C 0.0623 5.8298 1.3079
C 0.0900 6.9155 0.4415
C 0.0889 6.7127 -0.9317
C 0.0600 5.4288 -1.4471
H -1.2635 -0.7170 -6.2980
H -1.9101 0.9207 -6.2702
H -1.9021 -0.0524 -4.7894
H 0.5698 0.9825 -6.2762
H 0.6370 -0.1025 -4.8934
H 0.3868 3.1047 -6.1043
H 0.7102 3.8342 -4.5262
H -2.0652 3.2502 -5.6898
H -1.3019 4.8312 -5.5276
H -1.7597 3.9259 -4.0799
H 0.0125 3.6888 1.4620
H 0.0639 5.9861 2.3778
H 0.1143 7.9207 0.8399
H 0.1129 7.5591 -1.6041
H 0.0544 5.2610 -2.5137
C -4.2317 0.6162 -0.0089
C -4.7721 -0.6624 0.0455
C -3.9331 -1.7621 0.1110
C -2.5562 -1.5689 0.0912
N -2.0642 -0.3204 0.0547
C -2.8554 0.7465 0.0088
C -1.5500 -2.6306 0.1118
C -1.8333 -3.9864 -0.0361
C -0.8065 -4.9174 -0.0475
C 0.5148 -4.5171 0.0862
C 0.8205 -3.1685 0.2498
C -0.2105 -2.2614 0.2426
H -4.8568 1.4950 -0.0622
H -5.8450 -0.7996 0.0417
H -4.3394 -2.7602 0.1746
H -2.3704 1.7145 0.0053
H -2.8552 -4.3182 -0.1558
H -1.0398 -5.9679 -0.1538
H 1.3155 -5.2429 0.0659
H 1.8517 -2.8651 0.3842

Atomic partial charges in e from the Löwdin method, atoms 1 to 6: atom 1 (Pd): 0.762, atom 2 (O): 0.147, atom 3 (C): -0.281, atom 4 (C): 0.043, atom 5 (C): -0.085, atom 6 (N): -0.042

=====

4.
# C8H15N3O

A 2-piece molecular cluster, C8H15N3O overall in a non-equilibrium geometry (ωB97M-V/def2-TZVPD, OMol25).

Summary:
- DFT total energy: -553.2010 Eh
- Multiplicity: 1
- Relative energy (zero: lowest compared OMol25 entry of this formula, charge and spin): 70.0 kcal/mol

Cartesian coordinates (Å):
C -0.2478 -1.6543 1.8893
C 1.5516 -1.5890 0.7273
C 1.1033 0.6492 -1.8016
C 0.6680 2.6370 -0.3574
C -1.2446 0.9254 1.0045
C -1.7121 -1.3539 -1.2135
C 0.9960 1.1429 -0.3499
C 0.0130 0.3397 0.4535
N 0.4017 -2.7687 2.0884
N 1.5240 -2.7267 1.3612
N 0.4351 -0.8390 1.0089
O -2.2243 -1.9298 -0.1084
H -1.1539 -1.3909 2.3901
H 2.3562 -1.2879 0.0920
H 1.5196 -0.3533 -1.8516
H 0.1194 0.6355 -2.2642
H 1.7477 1.3165 -2.3706
H -0.2055 2.8372 -0.9728
H 0.4869 3.0091 0.6471
H 1.5061 3.1885 -0.7774
H -1.0844 1.3704 1.9925
H -2.0143 0.1606 1.1112
H -1.6265 1.6970 0.3438
H -2.3347 -0.6027 -1.6574
H -0.9583 -1.8664 -1.7856
H 1.9833 1.0195 0.1187
H -1.6054 -2.5661 0.2819

Atomic partial charges in e from the Löwdin method, atoms 1 to 6: atom 1 (C): -0.180, atom 2 (C): -0.151, atom 3 (C): -0.065, atom 4 (C): -0.076, atom 5 (C): -0.048, atom 6 (C): -0.086

=====

5.
# C40H41BO2

A 3-piece molecular cluster, C40H41BO2 overall in a non-equilibrium geometry (ωB97M-V/def2-TZVPD, OMol25).

Summary:
- DFT total energy: -1724.0500 Eh
- Multiplicity: 1
- Relative energy (zero: lowest compared OMol25 entry of this formula, charge and spin): 17.9 kcal/mol

Cartesian coordinates (Å):
C 5.7189 -3.0170 3.5842
C 4.4176 -3.4003 3.2009
C 3.5093 -2.4461 2.7116
C 3.8685 -1.0863 2.5791
C 2.9727 -0.1151 1.9373
C 1.9140 -0.5108 1.1101
C 0.7912 0.2827 0.7386
C -0.3896 0.1746 1.5771
C -1.3819 1.1828 1.8193
C -2.6138 0.8547 2.3934
C -2.8601 -0.4278 2.8835
C -1.8087 -1.3499 2.9064
C -0.6023 -1.0438 2.2911
C 3.0766 1.3056 2.2871
C 2.7543 2.2865 1.3339
C 2.6499 3.6289 1.6782
C 2.8710 4.0399 3.0044
C 3.2488 3.0861 3.9615
C 3.3433 1.7346 3.6048
C 5.1552 -0.7176 3.0441
C 6.0671 -1.6599 3.5263
H 6.4024 -3.7661 4.0032
H 4.0977 -4.4506 3.2896
H 2.5154 -2.7684 2.4125
H 1.8878 -1.5553 0.8029
H 0.7844 0.9953 -0.0713
H -1.1870 2.2009 1.4600
H -3.4072 1.6037 2.4424
H -3.8342 -0.6916 3.2879
H -1.9446 -2.3126 3.4001
H 0.1870 -1.8002 2.3038
H 2.6021 2.0003 0.2924
H 2.4187 4.3613 0.9040
H 2.7470 5.0924 3.2804
H 3.4840 3.3961 4.9823
H 3.6234 0.9922 4.3558
H 5.4793 0.3165 2.9805
H 7.0597 -1.3609 3.8851
C -2.7511 -3.2414 -3.4934
C -2.9522 -2.8512 -2.0394
C -3.7302 -3.9955 -1.4203
C -1.6318 -2.4796 -1.1813
C -1.3589 -3.4155 -0.0176
C -0.3811 -2.1376 -1.9817
O -2.0201 -1.2465 -0.5596
B -3.0914 -0.7402 -1.2657
C -3.1138 0.8159 -1.2372
C -4.2547 1.6236 -1.2988
C -4.1687 3.0044 -1.1335
C -2.9196 3.5913 -0.9409
C -1.7430 2.8218 -0.9707
C -1.8554 1.4577 -1.2020
C 1.8192 1.3316 -1.9851
C 1.0123 1.7922 -3.0458
C 0.8920 3.1853 -3.4215
C -0.2999 3.6618 -3.9875
C -1.3417 2.7881 -4.3294
C -1.0987 1.4042 -4.2745
C 0.1040 0.9343 -3.7619
O -3.7762 -1.6447 -2.0379
H -2.2655 -4.2196 -3.5909
H -3.7448 -3.3113 -3.9697
H -2.1400 -2.5150 -4.0359
H -3.1640 -4.9270 -1.5334
H -3.9516 -3.8380 -0.3517
H -4.6713 -4.1344 -1.9710
H -1.2412 -4.4591 -0.3294
H -0.4538 -3.1055 0.5161
H -2.1824 -3.3435 0.7179
H 0.0339 -2.9750 -2.5534
H -0.6086 -1.3218 -2.6684
H 0.4056 -1.7744 -1.3152
H -5.2175 1.1413 -1.4513
H -5.0842 3.6122 -1.1443
H -2.8372 4.6631 -0.8205
H -0.7503 3.2667 -0.8818
H -0.9473 0.8859 -1.3865
H 2.6439 1.9771 -1.6500
H 1.9208 0.2719 -1.7793
H 1.6854 3.9041 -3.2086
H -0.4586 4.7401 -4.1277
H -2.3371 3.1729 -4.5805
H -1.9012 0.7113 -4.5897
H 0.3100 -0.1372 -3.8932

Atomic partial charges in e from the Löwdin method, atoms 1 to 6: atom 1 (C): -0.088, atom 2 (C): -0.076, atom 3 (C): -0.028, atom 4 (C): -0.169, atom 5 (C): -0.106, atom 6 (C): -0.054

=====

6.
# C6H18NO

A 3-piece molecular cluster, C6H18NO overall in a non-equilibrium geometry (ωB97M-V/def2-TZVPD, OMol25).

Summary:
- DFT total energy: -368.9157 Eh
- Multiplicity: 1
- Relative energy (zero: lowest compared OMol25 entry of this formula, charge and spin): 164.3 kcal/mol
- Total charge: +1

Cartesian coordinates (Å):
C 3.0168 0.7699 -0.7422
C 1.6488 0.5955 -0.0030
C 0.5099 0.7394 -1.0433
C -0.8976 0.3590 -0.4812
C -1.1141 0.6299 1.0053
C -1.2993 -1.0465 -0.9548
N 1.5026 -0.7505 0.4313
H 2.8233 0.1944 -1.6646
H 3.3159 1.7830 -0.9837
H 3.8113 0.2407 -0.1880
H 1.4117 1.3159 0.7890
H 0.8012 0.0740 -1.8627
H 0.5644 1.7539 -1.4825
H -1.6061 1.0609 -0.9568
H -0.5289 -0.1141 1.6354
H -2.1805 0.5991 1.3059
H -0.6425 1.5752 1.3558
H -0.7588 -1.8756 -0.3057
H -2.3747 -1.2845 -0.7531
H -1.0940 -1.1474 -2.0326
H 3.7690 -2.1727 2.8952
H 2.3573 -0.9140 1.0026
H 4.0435 -2.5859 2.3302
H -5.7297 0.6071 -0.3535
H -6.0160 -0.4940 0.7019
O -5.3332 0.0876 0.3553

Atomic partial charges in e from the Löwdin method, atoms 1 to 6: atom 1 (C): 0.030, atom 2 (C): -0.373, atom 3 (C): -0.145, atom 4 (C): -0.428, atom 5 (C): -0.062, atom 6 (C): -0.082

=====

7.
# C4H4OS

A single C4H4OS molecule in a non-equilibrium geometry (ωB97M-V/def2-TZVPD, OMol25).

Summary:
- DFT total energy: -628.1469 Eh
- Multiplicity: 1
- Relative energy (zero: lowest compared OMol25 entry of this formula, charge and spin): 55.3 kcal/mol

Cartesian coordinates (Å):
C 0.5764 -2.3213 0.4255
C 0.0598 -1.2087 0.4805
C -0.7260 -0.0219 0.5488
O -1.7324 -0.0824 1.2657
C -0.4558 1.2846 -0.2220
S 0.7408 1.1654 -1.6475
H 1.2801 -3.1392 0.3167
H -1.4093 1.6372 -0.7171
H -0.0606 1.9992 0.4492
H 1.7268 0.6871 -0.8998

Atomic partial charges in e from the Löwdin method, atoms 1 to 6: atom 1 (C): 0.166, atom 2 (C): -0.068, atom 3 (C): -0.463, atom 4 (O): 0.077, atom 5 (C): -0.441, atom 6 (S): 0.684

=====

8.
# C5H5NO2S2

A 2-piece molecular cluster, C5H5NO2S2 overall in a non-equilibrium geometry (ωB97M-V/def2-TZVPD, OMol25).

Summary:
- DFT total energy: -1195.0748 Eh
- Multiplicity: 1
- Relative energy (zero: lowest compared OMol25 entry of this formula, charge and spin): 0.0 kcal/mol

Cartesian coordinates (Å):
O 1.4218 -2.2310 2.1137
C 1.1559 -1.4141 1.3236
C 0.5985 -0.6573 0.3985
S 0.4448 -0.8149 -1.2927
C 1.1481 0.8372 -1.6330
C 0.2682 1.7317 -0.6969
S 0.4073 1.1392 0.9664
H 1.2114 1.3158 -2.6380
H 2.1133 0.8834 -1.2302
H 0.6000 2.7546 -0.6492
H -0.7387 1.8439 -1.0429
N -2.2789 -1.7806 1.6881
C -2.2997 -1.0119 0.8176
O -2.5286 -0.2321 0.0158
H -1.5233 -2.3637 1.8591

Atomic partial charges in e from the Löwdin method, atoms 1 to 6: atom 1 (O): 0.171, atom 2 (C): -0.285, atom 3 (C): -0.842, atom 4 (S): 0.906, atom 5 (C): -0.457, atom 6 (C): -0.584